[1]
Here is a structure of composition C28H28FeO3 from the OMol25 dataset. Energies are from the ωB97M-V functional and the def2-TZVPD basis.

Values from the calculation:
- <S²> = 6.14
- HOMO-LUMO gap (alpha / beta) (Ha) = 0.114 / 0.169
- total charge = -2
- multiplicity = 5
- HOMO energy (alpha / beta) (eV) = 1.42 / -0.08

Geometry (Å):
C1 -6.25432 0.63227 1.09253
O1 -5.55112 -0.62287 1.13384
C2 -4.20344 -0.62212 1.26000
C3 -3.62687 -1.88213 1.55232
C4 -2.28488 -1.96651 1.80772
C5 -1.44241 -0.81330 1.77091
C6 -0.09412 -0.96708 2.14352
C7 0.88518 0.07236 2.29140
C8 1.96619 0.18565 3.28560
C9 2.91345 1.17256 2.82726
C10 2.46187 1.67059 1.54264
C11 1.23650 0.99642 1.22167
Fe1 2.67711 -0.32710 1.54161
C12 2.41968 -1.95637 0.42632
C13 2.92632 -2.29363 1.73987
C14 4.16023 -1.56012 1.95061
C15 4.42186 -0.76880 0.76441
C16 3.34478 -1.01717 -0.18112
C17 -2.02994 0.42705 1.40789
C18 -3.38453 0.53011 1.14891
H1 -7.29839 0.33065 1.08711
H2 -6.03256 1.24821 1.97528
H3 -6.00588 1.18171 0.17488
H4 -4.28332 -2.74855 1.59292
H5 -1.83112 -2.92413 2.05611
H6 0.18930 -1.95638 2.52421
H7 1.96226 -0.34125 4.23451
H8 3.78570 1.52805 3.36821
H9 2.90289 2.46659 0.94938
H10 0.56419 1.17136 0.39120
H11 1.55505 -2.39204 -0.07299
H12 2.50701 -3.03549 2.41707
H13 4.81514 -1.64596 2.81261
H14 5.30495 -0.17133 0.56839
H15 3.30857 -0.68174 -1.20986
H16 -1.39789 1.31150 1.34922
H17 -3.81615 1.49457 0.87104
C19 3.43038 3.71169 -2.15356
C20 3.03699 2.26200 -2.22970
O2 1.62369 2.19857 -1.90172
C21 1.10346 0.95001 -2.11424
C22 -0.24136 0.80459 -1.59293
C23 -1.13708 -0.12092 -2.14737
C24 -0.68084 -1.32922 -2.76901
C25 -1.58507 -2.22247 -3.32536
C26 -2.96444 -1.96116 -3.28343
C27 -3.43769 -0.79880 -2.65446
C28 -2.54821 0.11013 -2.10949
O3 1.79083 0.08744 -2.68076
H18 4.51882 3.80009 -2.15291
H19 3.05134 4.25290 -3.02846
H20 3.03716 4.18245 -1.24569
H21 3.19890 1.84094 -3.23202
H22 3.58914 1.66636 -1.48254
H23 -0.65036 1.66596 -1.06785
H24 0.39625 -1.48910 -2.82412
H25 -1.22051 -3.13027 -3.80863
H26 -3.66920 -2.65635 -3.74201
H27 -4.51079 -0.59775 -2.60572
H28 -2.90276 1.04734 -1.66519

Cartesian forces (eV/Å) of the 6 atoms listed first:
C 0.792 -1.001 -0.125
O -1.581 0.711 -0.188
C 1.555 0.374 0.196
C -0.412 0.759 -0.078
C 0.208 0.314 -0.174
C -0.128 -0.270 -0.196

---

[2]
Here is a structure of composition C6H12F26K4NO10P4S2 from the OMol25 dataset. Energies are from the ωB97M-V functional and the def2-TZVPD basis.

Values from the calculation:
- energy relative to the best compared isomer or geometry (same formula, charge and spin) (eV) = 1.3465
- HOMO-LUMO gap (Ha) = 0.311
- total charge = -1
- HOMO energy (eV) = -8.59

Geometry (Å):
K1 3.30657 0.23998 -2.92463
K2 3.24038 -1.50652 1.44871
K3 1.03022 -3.80726 -2.48620
K4 1.15667 3.40512 0.33326
N1 3.17809 -3.89709 2.44704
S1 1.98214 -4.66945 1.57731
O1 1.86968 -6.08701 1.71742
O2 1.55780 -3.99920 0.36745
F1 0.84694 -4.27500 2.61826
S2 4.25723 -4.97457 2.30378
O3 4.58234 -5.43481 0.97132
O4 4.25799 -5.95763 3.35549
F2 5.51690 -4.07160 2.70071
P1 2.27067 1.00282 3.62885
F3 3.44588 1.14292 2.49276
F4 3.16350 1.84587 4.66994
F5 1.57089 2.33562 3.08914
F6 1.16635 0.82206 4.79321
F7 1.35699 0.14904 2.58576
F8 3.04653 -0.34128 4.13097
P2 -1.40035 4.65434 -1.72441
F9 -2.18060 3.46395 -0.95875
F10 -2.00035 4.22000 -3.15789
F11 -2.69919 5.57379 -1.35892
F12 -0.72578 5.89653 -2.48436
F13 -0.66847 5.19817 -0.34302
F14 -0.15326 3.59590 -2.00175
P3 0.49493 -0.17103 -1.01404
F15 1.99120 0.13091 -0.31650
F16 1.16745 -1.19400 -2.15321
F17 0.30022 -1.40381 0.00497
F18 -0.93585 -0.46048 -1.60132
F19 -0.05906 0.84427 0.12671
F20 0.81597 1.00150 -2.03052
P4 0.81342 1.26407 -5.76571
F21 2.29174 1.84353 -5.26388
F22 1.15738 1.88016 -7.22273
F23 1.59512 -0.11888 -6.28298
F24 -0.63497 0.84499 -6.32103
F25 0.51815 0.44521 -4.42937
F26 0.18584 2.59786 -5.11910
C1 -2.96787 -2.25073 -0.10626
O5 -2.80617 -3.64008 0.12772
C2 -2.08766 -4.38602 -0.67420
O6 -1.54601 -3.99723 -1.68695
O7 -2.07436 -5.61064 -0.20613
C3 -1.18978 -6.56371 -0.72663
H1 -3.20211 -2.09974 -1.16150
H2 -2.10018 -1.66094 0.17603
H3 -3.82376 -1.89090 0.45972
H4 -1.46782 -7.57684 -0.43299
H5 -0.15801 -6.30730 -0.49380
H6 -1.39952 -6.70890 -1.79898
C4 -2.68798 1.92045 1.99450
O8 -3.20613 3.24158 2.08074
C5 -2.30222 4.17254 2.31429
O9 -1.17393 3.98239 2.68813
O10 -2.86841 5.36013 2.18737
C6 -2.11558 6.54065 2.25064
H7 -2.00387 1.86648 1.14422
H8 -3.45472 1.19999 1.71998
H9 -2.17003 1.65632 2.91386
H10 -1.66895 6.80481 1.29272
H11 -1.38193 6.57618 3.05720
H12 -2.82031 7.34260 2.47754

Cartesian forces (eV/Å) of the 6 atoms listed first:
K -0.706 0.514 -0.600
K -0.327 0.796 0.342
K -0.484 0.165 0.381
K -0.519 -0.218 0.323
N -2.782 -0.466 -2.439
S -3.532 0.662 2.840

---

[3]
Here is a cluster of 19 separate species, C72H191N9O22 in total from the OMol25 dataset. Energies are from the ωB97M-V functional and the def2-TZVPD basis.

Values from the calculation:
- energy relative to the best compared isomer or geometry (same formula, charge and spin) (eV) = 2.1297
- HOMO-LUMO gap (Ha) = 0.331
- HOMO energy (eV) = -8.54

Geometry (Å):
C1 -2.52462 -6.74471 4.63151
C2 -1.41255 -5.72435 4.22368
C3 -1.49350 -5.26892 2.78451
O1 -1.41365 -4.60905 5.06778
H1 -2.37863 -7.14862 5.64657
H2 -2.48229 -7.47023 3.84435
H3 -3.44585 -6.15098 4.64793
H4 -0.45104 -6.21665 4.44653
H5 -1.60066 -6.03253 2.03287
H6 -0.57892 -4.70419 2.52115
H7 -2.37497 -4.57953 2.67155
H8 -1.74694 -3.86371 4.55964
C4 4.72412 2.59555 0.24862
C5 4.57892 1.92315 -1.12923
C6 5.77285 2.09941 -2.01903
O2 4.37781 0.53371 -0.84631
H9 5.76408 2.50881 0.64865
H10 3.96789 2.30843 0.93083
H11 4.46469 3.67009 0.14522
H12 3.63902 2.29366 -1.49654
H13 6.08968 3.12679 -1.86515
H14 5.62819 1.83416 -3.08879
H15 6.60544 1.44032 -1.68776
H16 4.01377 -0.00907 -1.59144
C7 -7.84845 -4.14787 -2.41277
C8 -6.92916 -4.66612 -3.51956
C9 -6.87200 -3.78420 -4.78864
O3 -5.61952 -4.95462 -2.94852
H17 -7.52472 -3.09121 -2.14267
H18 -7.70133 -4.74607 -1.53954
H19 -8.89597 -4.24924 -2.63815
H20 -7.18899 -5.68155 -3.78322
H21 -6.38325 -4.28852 -5.65191
H22 -6.30592 -2.83257 -4.69946
H23 -7.85413 -3.55333 -5.22174
H24 -5.00179 -5.15609 -3.65107
C10 -5.97341 -0.38704 0.30741
C11 -7.30213 -0.26353 -0.49237
C12 -8.17463 0.85229 0.12906
O4 -6.98453 -0.01839 -1.80679
H25 -5.33021 -1.07260 -0.22193
H26 -6.17149 -0.79614 1.30783
H27 -5.44415 0.59342 0.36471
H28 -7.88402 -1.21338 -0.39231
H29 -8.42423 0.57054 1.17090
H30 -9.13695 0.76909 -0.42252
H31 -7.76272 1.81463 -0.06020
H32 -7.68981 0.26629 -2.38049
C13 4.40620 -4.04557 4.80234
C14 3.32907 -3.91030 3.78501
C15 2.37869 -5.10050 3.74404
O5 2.50343 -2.75393 4.07924
H33 4.96800 -4.97231 4.62262
H34 4.08113 -4.09182 5.83144
H35 5.07674 -3.16155 4.76257
H36 3.78157 -3.79888 2.83196
H37 2.98022 -6.02700 3.67048
H38 1.69891 -5.11442 2.91074
H39 1.86656 -5.16879 4.67543
H40 3.02090 -1.95269 4.29144
C16 5.48877 0.99981 5.98587
C17 4.62727 -0.25228 5.93524
C18 3.81023 -0.38136 7.22927
O6 3.68506 -0.20430 4.84668
H41 6.16382 1.16951 5.09833
H42 6.07383 1.05097 6.90032
H43 4.83299 1.87399 6.12188
H44 5.28219 -1.12470 5.81349
H45 3.21252 0.45808 7.43005
H46 4.43155 -0.47592 8.08515
H47 3.24603 -1.31971 7.12286
H48 4.23277 -0.20665 4.07220
C19 -0.55023 -6.30843 -1.62692
C20 0.86373 -5.84672 -1.61902
C21 1.69235 -6.81163 -0.76800
O7 1.22021 -5.76439 -2.96570
H49 -1.19974 -5.47173 -2.02077
H50 -0.92859 -6.51967 -0.63650
H51 -0.76021 -7.10235 -2.33136
H52 0.94977 -4.85163 -1.13400
H53 1.55614 -6.66417 0.28769
H54 2.75480 -6.47555 -0.85581
H55 1.65485 -7.84919 -1.03877
H56 2.04250 -5.20565 -2.93524
C22 8.51067 -2.30527 1.24687
C23 7.08205 -1.81328 0.70484
C24 6.13278 -1.58797 1.86229
O8 7.26439 -0.61425 -0.03087
H57 8.52018 -3.13811 1.93940
H58 8.95987 -1.48719 1.79970
H59 9.13533 -2.50696 0.37447
H60 6.64961 -2.51585 -0.00854
H61 6.56459 -1.02249 2.69324
H62 5.80021 -2.55238 2.15352
H63 5.22602 -1.00291 1.54262
H64 6.39890 -0.24673 -0.09816
C25 -3.23136 6.85791 -0.53045
C26 -4.25413 5.71456 -0.44300
C27 -3.61598 4.33066 -0.62643
O9 -4.85267 5.67735 0.86042
H65 -2.56482 6.69307 -1.40632
H66 -2.54213 6.89067 0.33239
H67 -3.75861 7.81813 -0.60959
H68 -5.04382 5.84430 -1.19468
H69 -2.85818 4.22545 0.18659
H70 -3.05589 4.23170 -1.57399
H71 -4.41450 3.56834 -0.58478
H72 -4.37851 5.06218 1.42358
C28 -3.17228 2.90446 2.82859
C29 -3.49629 3.72642 4.11469
C30 -4.62415 2.99703 4.92860
O10 -2.30063 3.81350 4.89613
H73 -2.63048 1.98948 3.06758
H74 -2.59347 3.57844 2.20311
H75 -4.13790 2.72559 2.34437
H76 -3.79199 4.76928 3.82533
H77 -4.33432 1.95144 5.17448
H78 -5.60433 2.96403 4.34213
H79 -4.86333 3.54733 5.85333
H80 -2.03485 2.88809 5.04951
C31 -1.72643 0.37631 -6.13771
C32 -2.28678 1.73036 -5.69717
C33 -3.53596 1.43731 -4.86318
O11 -3.14323 0.70810 -3.67644
C34 -4.17869 0.59932 -2.70155
N1 -1.31256 2.46083 -4.91002
H81 -0.73730 0.48284 -6.69966
H82 -2.40524 0.01051 -6.89724
H83 -1.57808 -0.23465 -5.27964
H84 -2.58419 2.26481 -6.62724
H85 -4.28549 0.85647 -5.40066
H86 -3.79243 2.45607 -4.48159
H87 -3.77210 -0.07702 -1.92344
H88 -5.13771 0.16587 -3.00371
H89 -4.33946 1.57623 -2.17599
H90 -0.90167 1.90401 -4.15638
H91 -0.53613 2.61590 -5.57641
C35 -0.18660 -3.48526 8.80502
C36 1.01141 -3.62796 7.87130
C37 1.37557 -5.11921 7.70571
O12 2.60898 -5.19296 7.05244
C38 3.19579 -6.45516 7.14273
N2 0.72640 -2.92487 6.61916
H92 -0.00044 -3.87124 9.84242
H93 -1.12343 -4.02257 8.37008
H94 -0.45627 -2.46732 8.91661
H95 1.91098 -3.19644 8.31307
H96 0.55500 -5.61962 7.09086
H97 1.30887 -5.63672 8.67187
H98 3.06780 -6.94141 8.11689
H99 4.23462 -6.27372 6.97038
H100 2.84372 -7.16457 6.32172
H101 1.53166 -2.88344 5.96397
H102 0.03187 -3.46653 6.11387
C39 -2.74164 -2.65816 -4.61531
C40 -1.48010 -2.53368 -3.69855
C41 -1.98531 -2.69722 -2.26111
O13 -0.88453 -2.61862 -1.34394
C42 -1.29252 -2.71668 0.04660
N3 -0.48957 -3.55245 -4.16201
H103 -3.19972 -3.70938 -4.48577
H104 -2.42875 -2.49309 -5.67007
H105 -3.52995 -1.93077 -4.30170
H106 -0.94361 -1.57213 -3.87476
H107 -2.36099 -3.74379 -2.19432
H108 -2.73042 -1.93620 -1.92620
H109 -1.64575 -1.75302 0.33245
H110 -0.46407 -2.98825 0.68979
H111 -2.08985 -3.50919 0.18711
H112 0.25029 -3.71683 -3.47392
H113 -0.87232 -4.49651 -4.27979
C43 -3.52251 5.65809 -4.63275
C44 -2.38092 6.18911 -5.51488
C45 -1.32318 6.89363 -4.62511
O14 -0.32314 7.49808 -5.36907
C46 -0.53714 8.85277 -5.74700
N4 -1.85315 5.03411 -6.30202
H114 -3.15967 4.91429 -3.89260
H115 -4.37831 5.22864 -5.15147
H116 -3.99563 6.37146 -3.97487
H117 -2.80622 6.79384 -6.33669
H118 -0.80834 6.25171 -3.94894
H119 -1.88542 7.67938 -4.09629
H120 -0.24080 9.51230 -4.96373
H121 -1.63261 9.03896 -5.89176
H122 -0.01076 9.10176 -6.66268
H123 -1.21940 5.39683 -7.04168
H124 -1.43858 4.26017 -5.80349
C47 1.80952 3.13604 -3.58314
C48 1.72395 3.93922 -4.90734
C49 3.11461 4.73434 -4.94019
O15 4.15229 3.75550 -4.91452
C50 5.36983 4.47077 -5.21547
N5 1.52131 2.97324 -6.03179
H125 1.56336 3.81321 -2.72295
H126 2.78416 2.68527 -3.60073
H127 1.12431 2.26287 -3.59333
H128 0.91795 4.67671 -4.85686
H129 2.98342 5.31658 -3.95700
H130 3.05781 5.45220 -5.81455
H131 5.39461 4.93802 -6.20906
H132 6.13505 3.69632 -5.25667
H133 5.58576 5.10549 -4.37295
H134 1.67307 3.38561 -6.96726
H135 2.07986 2.16305 -5.93424
C51 -1.99763 1.18091 0.00829
C52 -0.64938 1.23859 -0.76489
C53 0.57324 1.11353 0.10668
O16 0.55657 -0.12207 0.73110
C54 1.79724 -0.36910 1.33603
N6 -0.51960 0.30434 -1.88161
H136 -2.31265 0.18403 0.24529
H137 -2.83113 1.60336 -0.56309
H138 -1.90596 1.71449 0.93902
H139 -0.52962 2.28098 -1.18246
H140 0.58900 1.89841 0.84247
H141 1.43268 1.19747 -0.50592
H142 2.63955 -0.37235 0.61841
H143 1.80795 -1.26738 1.92775
H144 2.02610 0.40616 2.06510
H145 -0.64690 -0.66900 -1.68524
H146 -1.28341 0.54630 -2.49425
C55 -0.50938 0.44209 6.05486
O17 -1.29954 0.46599 4.93668
C56 -0.59110 0.11393 3.73550
C57 -0.80370 -1.42625 3.32327
N7 -1.99175 -2.01847 3.83787
C58 -3.15855 -1.55757 3.08201
C59 -4.42298 -2.19026 3.65712
O18 -4.58423 -3.51116 3.37603
C60 -5.82015 -3.98887 3.83455
H147 -0.23230 -0.55428 6.43677
H148 -0.99033 0.85451 6.91774
H149 0.38566 1.00156 5.93642
H150 0.49261 0.32573 3.78646
H151 -0.93037 0.79438 2.94575
H152 0.06886 -2.00009 3.71188
H153 -0.78796 -1.35990 2.23464
H154 -2.10894 -1.76754 4.81214
H155 -3.06384 -2.01606 2.08512
H156 -3.23293 -0.45156 3.10309
H157 -5.27231 -1.63388 3.33538
H158 -4.50604 -2.08984 4.79744
H159 -5.88613 -3.91476 4.93479
H160 -5.97721 -5.03002 3.62057
H161 -6.69131 -3.47274 3.47291
C61 3.92085 7.56549 -2.24687
O19 2.89285 7.89503 -1.31055
C62 1.65211 7.84187 -2.03874
C63 0.46562 8.13584 -1.16446
N8 0.36015 7.46457 0.08118
C64 0.40953 6.04946 -0.11645
C65 0.07444 5.32990 1.17642
O20 1.32674 5.42155 1.95921
C66 1.11371 4.90394 3.24294
H162 4.85041 7.53084 -1.69420
H163 4.02849 8.33509 -3.01961
H164 3.67762 6.58719 -2.65439
H165 1.47302 6.88116 -2.58648
H166 1.68424 8.74909 -2.71952
H167 -0.36606 7.91184 -1.78274
H168 0.45707 9.20375 -1.02958
H169 1.13435 7.77712 0.66922
H170 1.33273 5.64530 -0.53685
H171 -0.45108 5.81189 -0.81321
H172 -0.21793 4.26046 1.10755
H173 -0.65964 5.82043 1.76727
H174 2.06900 4.92755 3.78814
H175 0.71151 3.90514 3.07093
H176 0.38295 5.52440 3.85837
C67 2.19697 -0.65359 -4.37435
O21 2.88529 -1.09162 -3.27511
C68 2.07320 -1.75552 -2.32789
C69 2.86925 -2.80662 -1.71506
N9 3.45816 -3.73712 -2.70008
C70 4.71458 -4.38586 -2.28938
C71 5.56860 -4.95353 -3.40153
O22 5.60107 -3.91814 -4.39096
C72 6.05174 -4.45594 -5.60304
H177 2.93852 -0.12937 -4.99044
H178 1.32821 -0.09086 -4.15781
H179 1.92822 -1.48674 -4.97868
H180 1.13267 -2.09530 -2.74998
H181 1.73266 -1.12574 -1.49742
H182 2.28755 -3.30212 -0.97131
H183 3.71431 -2.34971 -1.15318
H184 3.68095 -3.14493 -3.48193
H185 4.40810 -5.17015 -1.64747
H186 5.27451 -3.68949 -1.61588
H187 4.97797 -5.81299 -3.79317
H188 6.58075 -5.27831 -3.07774
H189 6.63846 -3.71834 -6.14159
H190 5.26495 -4.78134 -6.25601
H191 6.68643 -5.33699 -5.42319

Cartesian forces (eV/Å) of the 6 atoms listed first:
C 0.679 1.908 0.079
C 0.253 -1.448 0.771
C -0.299 1.241 -0.302
O -0.038 0.274 0.717
H 0.161 0.011 -0.553
H -0.533 -0.855 -0.102